This record from the OMol25 dataset describes an isolated ion of composition C4H13N2 and charge +1. The level of theory is ωB97M-V/def2-TZVPD.

Geometry as XYZ:
```
19
Properties=species:S:1:pos:R:3:lowdin_charge:R:1
H -1.3248 0.4335 1.8974 0.0890
C 0.0074 -0.6500 0.6603 -0.2811
H 2.1256 -0.7190 1.1546 0.1579
N -0.4726 0.8466 -1.2292 -0.1274
H 1.1964 -1.9269 1.7142 0.1657
H -1.4570 -1.2252 2.2494 0.0930
H -2.1316 -0.6268 0.7346 0.1043
C -0.0757 0.6682 -2.6173 -0.0899
C 0.3497 0.6957 -0.0476 -0.2006
H -1.2576 1.4230 -0.9931 0.1105
C -1.2826 -0.5390 1.4144 -0.0426
H 1.2161 -0.4430 2.5211 0.1716
H 1.4342 0.7303 -0.2271 0.1201
H 0.9541 1.0285 -2.7157 0.0745
H 0.1264 -0.3925 -2.7921 0.0753
H 0.1257 -1.4882 -0.0172 0.1496
N 1.2331 -0.9105 1.6146 0.2109
H -0.7082 1.2274 -3.2940 0.0911
H 0.0835 1.5623 0.5620 0.1280
```

The relative energy (zero: lowest compared OMol25 entry of this formula, charge and spin) is 1.806 eV. As for the SMILES: CNC[C@H](C)[NH3+]. As for the total charge: +1. The calculation puts the HOMO energy at -12.141 eV. The calculation puts the max |F| at 2.431 eV/A.